[1]
{"formula": "C13H19N", "method": "ωB97M-V/def2-TZVPD", "gap_ha": [0.2853, 0.2735], "largest_force_ev_per_a": 4.53, "multiplicity": 1, "lumo_energy_ev": [0.840, 0.740], "total_energy_ev": -15271.3306, "symbols": ["C", "C", "C", "C", "C", "C", "C", "C", "C", "C", "C", "C", "C", "N", "H", "H", "H", "H", "H", "H", "H", "H", "H", "H", "H", "H", "H", "H", "H", "H", "H", "H", "H"], "coordinates": [[2.920630, 0.613616, 0.538457], [-0.874736, 1.053853, 0.900377], [0.731527, -0.018698, -0.498089], [3.552839, 0.921746, -0.640781], [0.475847, -0.675774, -1.661779], [-4.815042, -0.942481, -0.826502], [-2.141672, 0.766541, 1.133190], [-4.082352, -0.420476, 0.086636], [1.875710, -0.483304, 0.532049], [1.094057, -0.636422, 1.912488], [2.639206, -1.804187, 0.164667], [0.313506, 2.218904, -0.807851], [-3.053187, 0.636227, -0.099684], [-0.026055, 1.097461, -0.161289], [3.300063, 0.384047, -1.488716], [4.464113, 1.589834, -0.689704], [-0.443750, -0.480181, -2.319990], [1.224461, -1.477746, -2.008609], [-5.442142, -1.832282, -0.622701], [-4.860276, -0.424144, -1.784567], [-2.413805, 0.587999, 2.106466], [-4.090833, -0.900039, 1.024595], [0.996809, 0.326299, 2.468520], [1.636068, -1.438847, 2.563056], [0.068388, -1.075588, 1.575493], [3.397187, -1.775244, 0.882153], [3.117725, -1.647420, -0.921261], [2.015234, -2.770315, 0.260005], [1.148261, 2.077896, -1.452939], [0.010566, 3.248519, -0.516069], [3.121848, 1.079776, 1.442833], [-3.377379, 1.705639, -0.123686], [-2.482800, 0.494787, -0.966755]], "forces_ev_per_a": [[0.640, -0.297, -3.793], [0.880, -0.376, 0.656], [1.509, -3.896, -1.532], [1.061, 1.044, 4.022], [0.355, -0.229, 0.121], [-2.137, -0.980, -2.070], [2.190, -0.089, -3.962], [1.464, 0.827, 1.064], [-1.858, 0.608, -0.227], [0.331, -2.013, -0.440], [-1.884, 0.338, -2.776], [0.143, 1.103, -0.277], [-0.771, 1.818, 2.719], [-2.288, 2.365, 1.270], [-0.457, -0.740, -1.716], [-1.436, -0.623, 0.092], [1.701, -0.032, 1.081], [-1.564, 1.201, 0.663], [0.334, 0.777, -0.352], [-0.123, -0.588, -0.172], [-1.266, -0.081, 2.107], [0.095, -0.374, 1.299], [-0.101, -0.960, -0.534], [-0.865, 1.447, -0.988], [1.735, 0.816, 1.282], [1.513, -0.573, 0.927], [-1.042, -0.796, 2.488], [0.917, 1.612, -0.324], [0.345, 0.289, -0.384], [-0.085, -1.318, -0.009], [0.587, 0.912, 1.535], [-0.823, -0.864, -0.544], [0.899, -0.325, -1.228]], "lowdin_charge": [-0.108, -0.069, -0.285, 0.028, 0.099, -0.018, -0.096, -0.214, -0.466, -0.058, -0.057, 0.031, -0.182, -0.160, 0.024, 0.082, 0.095, 0.082, 0.070, 0.067, 0.068, 0.084, 0.076, 0.101, 0.103, 0.046, 0.112, 0.113, 0.047, 0.092, 0.082, 0.131, 0.079]}

[2]
{"formula": "C28H64Ag2N4O7", "method": "ωB97M-V/def2-TZVPD", "total_charge": 3, "gap_ha": [0.2523, 0.1675], "largest_force_ev_per_a": 4.79, "multiplicity": 4, "lumo_energy_ev": [-7.842, -10.150], "total_energy_ev": -58329.4504, "symbols": ["Ag", "Ag", "C", "C", "O", "O", "H", "H", "H", "O", "H", "C", "C", "C", "O", "C", "N", "H", "H", "H", "H", "H", "H", "H", "H", "H", "H", "H", "C", "C", "C", "O", "C", "N", "H", "H", "H", "H", "H", "H", "H", "H", "H", "H", "H", "C", "C", "C", "C", "C", "C", "N", "O", "C", "C", "C", "H", "H", "H", "H", "H", "H", "H", "H", "H", "H", "H", "H", "H", "H", "H", "H", "H", "H", "H", "C", "C", "C", "C", "C", "C", "N", "O", "C", "C", "C", "H", "H", "H", "H", "H", "H", "H", "H", "H", "H", "H", "H", "H", "H", "H", "H", "H", "H", "H"], "coordinates": [[-4.694585, -0.374434, 3.789500], [-4.133405, 1.856606, 0.747710], [-1.468585, -1.515434, 1.076230], [-2.311465, -0.301744, 1.064890], [-3.258885, -0.092594, 1.801570], [-2.028525, 0.564896, 0.220800], [-1.314255, -2.064514, 2.005100], [-0.440665, -1.394314, 0.734440], [-1.869685, -2.155104, 0.290080], [-5.684655, 1.207766, 2.259570], [-6.459325, 0.667686, 2.009130], [-6.921175, 0.022986, -0.938520], [-5.474065, -0.526394, -0.907160], [-5.274485, -1.605014, -1.976980], [-5.770715, -1.026164, -3.207890], [-5.562215, -1.774534, -4.331020], [-4.618275, 0.638276, -1.226300], [-7.046265, 0.805596, -0.190200], [-7.692485, -0.670094, -0.602630], [-7.180605, 0.432906, -1.914610], [-5.100475, -0.758714, 0.090120], [-5.844995, -2.473634, -1.648150], [-4.257165, -1.988544, -2.054900], [-6.044345, -1.386864, -5.228440], [-6.109775, -2.712224, -4.236090], [-4.541115, -1.952154, -4.668530], [-5.109635, 1.088996, -1.984930], [-3.800385, 0.277366, -1.696300], [-1.368205, 4.165266, -3.053130], [-1.881415, 4.760586, -1.693590], [-3.053985, 5.782706, -1.788390], [-3.055695, 6.507316, -0.535440], [-4.213565, 7.149876, -0.344140], [-2.235135, 3.641006, -0.764310], [-0.628785, 3.366486, -2.995690], [-0.982955, 4.920466, -3.738220], [-2.186055, 3.862856, -3.707170], [-1.077675, 5.266616, -1.158760], [-3.987365, 5.223426, -1.852520], [-2.892805, 6.584466, -2.509020], [-4.412605, 7.888086, -1.121020], [-4.132585, 7.726276, 0.577440], [-5.092055, 6.512196, -0.442680], [-1.531985, 2.920986, -0.849530], [-2.050475, 3.880646, 0.199320], [3.906155, -2.050494, 5.860930], [4.235615, -2.691634, 4.523200], [4.725055, -4.157574, 4.756850], [3.595835, -5.149494, 5.036770], [2.695135, -5.065354, 3.772770], [1.991915, -3.666714, 3.470250], [3.043095, -2.681844, 3.644200], [2.620735, -1.376124, 3.177520], [1.498135, -3.723654, 1.987830], [0.848325, -3.624984, 4.474700], [5.466615, -2.012664, 3.750060], [2.914155, -2.207064, 6.284620], [4.268215, -1.030424, 5.989270], [4.647865, -2.370704, 6.592660], [5.538925, -4.432544, 4.085940], [5.337915, -4.140564, 5.658080], [3.055755, -4.999864, 5.971660], [4.103365, -6.111424, 5.108850], [1.977535, -5.852114, 4.005520], [3.323515, -5.334404, 2.923750], [1.304685, -4.764804, 1.729620], [0.666845, -3.033564, 1.843450], [2.267995, -3.548004, 1.236450], [1.195105, -3.379884, 5.478570], [0.138695, -2.886034, 4.102590], [0.200925, -4.495374, 4.367990], [5.444755, -0.939344, 3.938780], [5.636235, -2.127864, 2.679520], [6.454825, -2.363394, 4.047580], [3.182775, -1.184384, 2.423240], [3.815285, -1.016054, -1.330900], [2.818515, -0.206454, -1.994030], [1.903635, 0.298716, -0.924720], [1.013335, 1.540716, -1.469350], [1.952095, 2.561826, -2.123970], [2.884745, 2.089496, -3.199490], [3.518245, 0.764526, -2.889790], [4.201485, 0.177206, -3.961080], [2.064685, 1.928056, -4.548350], [3.988855, 3.107726, -3.330890], [1.826585, -1.051224, -2.796230], [4.552195, -0.420574, -0.791930], [4.072775, -1.866004, -1.962860], [3.205335, -1.378304, -0.503350], [1.259115, -0.470514, -0.499300], [2.511425, 0.719396, -0.123640], [0.498875, 1.931186, -0.591310], [0.239315, 1.279596, -2.191020], [2.621955, 2.784626, -1.293460], [1.446615, 3.431676, -2.543440], [2.693505, 2.000886, -5.435700], [1.466965, 1.023786, -4.662890], [1.280395, 2.683846, -4.506230], [4.578135, 3.240946, -4.238140], [3.595715, 4.111556, -3.170040], [4.786125, 2.977426, -2.599120], [2.321205, -1.668074, -3.546540], [1.114105, -0.496144, -3.406440], [1.192325, -1.693714, -2.185480], [5.085325, 0.066246, -3.603150]], "forces_ev_per_a": [[0.218, 0.410, -0.763], [-0.499, -0.678, -0.444], [0.973, -1.560, -0.180], [2.618, 1.210, -1.782], [-3.141, -0.670, 3.553], [0.862, 0.571, -1.158], [-0.898, 0.028, 0.143], [-0.086, 0.900, -0.157], [-0.276, -0.464, 0.271], [0.461, -0.148, -0.087], [0.213, 0.477, -0.402], [0.009, -0.303, 1.098], [-0.300, 0.872, -0.511], [-1.069, 0.228, -0.057], [0.839, 0.855, 2.110], [-0.788, -1.829, -1.951], [-0.386, 0.368, -0.342], [0.352, 0.462, -0.089], [0.172, -0.504, -0.480], [0.057, -0.206, 0.078], [-0.563, -1.043, 0.003], [-0.447, -0.217, -0.378], [0.421, 0.429, -0.216], [-0.151, 0.921, 0.354], [0.400, -0.591, 0.135], [0.424, -0.012, 0.636], [-0.050, 0.687, -0.179], [0.754, 0.228, 0.354], [-1.081, 1.112, -0.217], [0.293, -0.203, -0.034], [1.349, -0.021, 1.503], [2.368, -2.523, -0.694], [-2.086, 2.065, -0.057], [-0.324, -0.702, 0.161], [-0.209, -0.014, 0.377], [0.567, 0.483, 0.550], [-0.395, -0.721, 0.473], [0.247, 0.473, -0.537], [-0.197, 0.149, -0.517], [-0.202, -0.576, -0.776], [0.182, 0.443, -0.355], [-0.407, -0.362, 0.175], [-0.229, -0.383, 0.730], [-0.050, -0.498, -0.608], [-0.256, 0.956, 0.221], [1.077, 1.037, 1.196], [2.261, -1.218, -1.381], [0.023, 0.360, 1.844], [0.851, 0.853, -1.890], [0.549, -0.619, 1.075], [1.284, -3.366, -0.247], [-1.231, 2.607, -0.477], [0.345, -2.453, 1.198], [0.500, 0.163, 0.436], [-1.021, 1.630, -0.733], [-0.392, 1.149, 0.537], [0.125, 0.073, -0.305], [-1.065, 0.727, -0.981], [-0.216, -1.209, 0.022], [-0.885, -0.459, -0.947], [-0.094, 0.563, 0.300], [0.089, 0.327, -0.037], [-0.518, -0.283, -0.132], [-0.602, 0.295, -1.007], [-0.151, -0.170, -0.102], [-0.837, 0.030, 0.452], [0.006, -0.364, -0.179], [0.386, 0.647, 0.280], [-0.363, -0.371, -0.057], [0.123, 0.779, 0.502], [0.754, -0.519, 0.412], [0.071, 0.059, -0.004], [-1.176, -0.416, -0.342], [-0.333, -0.236, 1.005], [0.632, 0.214, -0.282], [0.356, -1.825, 1.335], [-1.617, -0.184, -1.028], [-1.244, 4.539, -0.208], [0.610, -1.226, -0.054], [0.334, -0.901, 2.109], [-0.031, -1.081, -2.127], [-2.259, 0.123, -1.096], [-1.170, 1.255, 1.708], [0.000, -0.194, 0.121], [1.400, 1.295, -0.159], [-0.026, -0.892, -2.329], [0.618, -0.194, -0.616], [0.987, 0.125, 0.374], [0.393, -0.923, 0.122], [0.288, -0.048, -0.336], [-0.052, 0.133, 0.339], [0.075, 0.326, -0.165], [-0.073, -0.600, 0.164], [-0.026, 1.066, 0.087], [0.136, 0.062, 0.491], [-0.060, 0.243, 0.181], [0.410, -0.281, 0.363], [0.404, 0.439, -0.296], [-0.569, -0.776, -0.566], [-0.234, -0.086, 0.192], [-0.284, -0.117, 0.523], [0.228, -0.217, 0.136], [0.123, 0.431, 0.372], [0.497, 0.025, 0.320], [0.904, -0.447, -0.075]], "lowdin_spin": [0.004, 0.352, 0.001, 0.002, 0.028, 0.003, 0.000, 0.000, 0.000, 0.500, 0.007, -0.002, 0.001, 0.003, 0.001, 0.000, 0.080, -0.001, 0.000, 0.000, -0.001, 0.000, 0.000, 0.000, 0.000, 0.000, 0.001, 0.002, 0.000, 0.002, 0.000, 0.000, 0.000, 0.014, 0.000, 0.000, 0.000, 0.001, 0.000, 0.000, 0.000, 0.000, 0.000, 0.000, 0.000, 0.042, 0.047, 0.001, 0.001, 0.010, 0.056, 0.644, 0.081, 0.022, 0.046, 0.022, -0.001, 0.002, 0.005, 0.000, 0.000, 0.000, 0.001, 0.000, 0.000, 0.003, 0.000, 0.000, 0.000, 0.001, 0.003, 0.000, -0.001, 0.002, 0.011, 0.015, 0.047, 0.001, 0.000, -0.001, 0.046, 0.643, 0.106, 0.051, 0.021, 0.039, 0.000, 0.000, 0.001, 0.000, 0.001, 0.000, 0.000, 0.001, 0.000, 0.002, 0.000, 0.007, 0.000, 0.002, 0.000, 0.001, 0.000, 0.005, 0.013]}